Entry from the OMol25 dataset: 2 unconnected molecules or ions with the total composition ClH3O3P in a non-equilibrium geometry (ωB97M-V/def2-TZVPD).

Computed properties:
Molar mass: 117.4 g/mol
Charge: +1
HOMO-LUMO gap (spin up / spin down): 8.20 / 8.19 eV
E: -1028.71974 Eh
Energy above the lowest of the compared OMol25 structures with the same formula, charge and spin: 110.99 kcal per mole
2S+1: 1

Each line ends with the Mulliken charge.
Positions of all 8 atoms, in Å:
1 O 0.5176 1.0834 -1.2900  -0.3333
2 O -1.4781 -1.4033 -0.1943  -0.5165
3 O -0.0899 0.8974 1.1361  -0.3747
4 P 0.4541 0.1375 -0.0667  1.0325
5 Cl 2.2471 -0.5385 0.3017  0.0143
6 H 0.9121 0.7095 -2.1434  0.4113
7 H -1.7228 -2.0198 0.5587  0.3331
8 H -0.8401 1.1338 1.6978  0.4334

***

Entry from the OMol25 dataset: 2 unconnected molecules or ions with the total composition Cl2H3NSi in a non-equilibrium geometry (ωB97M-V/def2-TZVPD).

Computed properties:
Molar mass: 116.0 g/mol
Charge: 0
HOMO-LUMO gap: 8.11 eV
E: -1266.35368 Eh
Energy above the lowest of the compared OMol25 structures with the same formula, charge and spin: 127.04 kcal per mole
2S+1: 1

Each line ends with the Mulliken charge.
Positions of all 7 atoms, in Å:
1 N -0.3648 0.4281 1.5068  -0.4850
2 Si 3.6252 0.2873 -1.1482  0.2377
3 Cl 2.5361 0.1976 0.5836  -0.1887
4 Cl -1.4006 -0.9180 0.8732  -0.1025
5 H 0.3328 0.6605 0.7159  0.3179
6 H 0.1476 -0.0041 2.2235  0.2998
7 H 4.8534 0.4637 -0.5170  -0.0793

***

Entry from the OMol25 dataset: a single CH4Cl2OSi molecule in a non-equilibrium geometry (ωB97M-V/def2-TZVPD).

Computed properties:
Molar mass: 131.0 g/mol
Charge: 0
HOMO-LUMO gap: 11.51 eV
E: -1325.78214 Eh
SMILES: C[Si](O)(Cl)Cl
Energy above the lowest of the compared OMol25 structures with the same formula, charge and spin: 0.00 kcal per mole
2S+1: 1

Each line ends with the Mulliken charge.
Positions of all 9 atoms, in Å:
1 C -1.0268 -0.0736 -0.7015  -0.9558
2 Si 0.6856 -0.1057 0.1161  0.6945
3 O 0.6401 -0.2152 1.7305  -0.4304
4 Cl 1.7718 1.7852 -0.3711  -0.3236
5 Cl 1.8558 -1.6100 -0.4616  -0.2074
6 H -1.8107 -0.0698 0.0513  0.3122
7 H -1.1647 0.7992 -1.3304  0.2990
8 H -1.1793 -0.9507 -1.3234  0.2971
9 H 0.2282 0.4407 2.2901  0.3144

***

Entry from the OMol25 dataset: a single C3H4ClN3O2 molecule in a non-equilibrium geometry (ωB97M-V/def2-TZVPD).

Computed properties:
Molar mass: 149.5 g/mol
Charge: 0
HOMO-LUMO gap: 9.14 eV
E: -891.47417 Eh
SMILES: O=[N+]([O-])C1=CNN[C@H]1Cl
Energy above the lowest of the compared OMol25 structures with the same formula, charge and spin: 0.00 kcal per mole
2S+1: 1

Each line ends with the Mulliken charge.
Positions of all 13 atoms, in Å:
1 O 2.3367 1.7251 -0.4770  -0.6227
2 N 2.0287 0.7176 0.0704  0.9839
3 O 2.7289 0.0101 0.6933  -0.5897
4 C 0.6634 0.3486 0.0416  -0.2433
5 C -0.3323 1.0747 -0.4087  -0.1242
6 N -1.5094 0.4386 -0.5277  -0.1565
7 N -1.4780 -0.7251 0.3426  -0.3510
8 C -0.1510 -1.1636 0.4914  -0.0029
9 Cl 0.3126 -2.4885 -0.5871  -0.1971
10 H -0.1333 2.1151 -0.7385  0.3854
11 H -2.4293 0.8951 -0.4469  0.2908
12 H -2.0247 -1.5136 0.0200  0.2809
13 H -0.0122 -1.4341 1.5266  0.3463